[1]
{
  "formula": "C4H17N3O3",
  "method": "ωB97M-V with the def2-TZVPD basis set",
  "elements": ["C", "N", "C", "N", "C", "C", "O", "N", "H", "H", "H", "H", "H", "H", "H", "H", "H", "H", "H", "H", "H", "H", "H", "O", "H", "H", "O"],
  "positions_angstrom": [[-0.738, 0.829, 0.329], [0.296, 0.687, 1.358], [-0.209, 0.679, 2.735], [-0.535, -0.658, 3.212], [0.041, 0.709, -1.063], [0.522, 2.048, -1.545], [1.401, 1.898, -2.671], [-0.914, 0.067, -1.980], [-1.509, 0.028, 0.354], [-1.375, 1.797, 0.283], [0.901, -0.077, 1.089], [0.575, 1.124, 3.345], [-1.128, 1.272, 2.679], [0.316, -1.148, 3.475], [-1.080, -1.180, 2.541], [0.872, -0.002, -0.900], [-0.312, 2.627, -1.908], [1.109, 2.573, -0.790], [2.194, 1.500, -2.297], [-0.817, 0.259, -2.966], [-1.833, 0.429, -1.763], [0.730, -2.378, -0.060], [2.217, -2.175, -0.267], [1.475, -1.876, 0.270], [-0.758, -2.485, -0.390], [-2.042, -2.824, -0.991], [-1.381, -3.218, -0.401]],
  "forces_ev_per_angstrom": [[0.63, 0.19, -1.46], [-1.07, 1.64, -0.51], [0.19, -0.99, -1.41], [0.27, 0.46, 0.91], [-1.52, -0.62, 0.96], [1.10, -0.17, -0.33], [-0.11, -0.18, 0.00], [-0.50, -0.23, 0.08], [0.31, 0.04, 0.01], [1.40, -1.08, 0.65], [-0.08, -0.11, 0.50], [-0.40, 0.03, 0.45], [0.28, 0.20, 0.53], [-0.37, -0.13, -0.28], [0.13, -0.11, -0.03], [-0.21, 0.61, -0.18], [-0.29, 0.38, 0.10], [-0.51, 0.15, 0.41], [0.13, 0.00, -0.30], [0.73, 0.13, -0.11], [-0.23, -0.05, 0.08], [0.22, -0.35, 0.03], [0.00, 0.01, 0.06], [0.43, -0.02, 0.03], [-0.31, 0.16, 0.01], [-0.06, -0.36, 0.06], [-0.13, 0.43, -0.26]],
  "mulliken_charge": [-0.6978, -0.2305, -0.6704, -0.5740, 0.5701, -0.9963, -0.5366, -0.6074, 0.2965, 0.2474, 0.2297, 0.3620, 0.4077, 0.2633, 0.2487, 0.2313, 0.3625, 0.3676, 0.3345, 0.2257, 0.2564, 0.1566, 0.2819, -0.5966, 0.3491, 0.3691, -0.6506],
  "max_force_ev_per_a": 2.03,
  "smiles": "NCNC[C@@H](N)CO.O.O",
  "homo_lumo_gap_ev": 8.76,
  "homo_ev": -8.34
}

***

[2]
{
  "formula": "C4H17NO4Rb",
  "method": "ωB97M-V with the def2-TZVPD basis set",
  "elements": ["Rb", "C", "C", "C", "O", "C", "N", "H", "H", "H", "H", "H", "H", "H", "H", "H", "H", "H", "O", "H", "H", "O", "H", "H", "O", "H", "H"],
  "positions_angstrom": [[2.721, 0.493, -1.502], [-0.614, 2.341, 1.107], [-1.287, 1.108, 1.478], [-2.823, 1.250, 1.915], [-3.401, -0.093, 2.225], [-3.258, -0.493, 3.566], [-1.145, 0.041, 0.498], [-0.852, 2.956, 1.975], [-1.041, 2.610, 0.141], [0.458, 2.232, 0.944], [-0.745, 0.712, 2.337], [-3.110, 1.623, 0.932], [-3.043, 1.890, 2.769], [-4.289, -0.622, 3.894], [-2.607, 0.178, 4.128], [-2.776, -1.454, 3.749], [-1.546, -0.838, 0.793], [-1.859, 0.274, -0.177], [1.754, -1.835, -4.256], [0.823, -1.982, -4.421], [2.200, -2.312, -4.956], [5.280, 0.624, -4.308], [5.414, -0.008, -5.014], [6.047, 1.195, -4.348], [3.148, -3.094, -0.834], [2.617, -3.185, -1.626], [3.933, -3.612, -1.011]],
  "forces_ev_per_angstrom": [[-0.03, -0.33, -0.12], [-0.40, 0.61, -0.60], [-0.38, -3.52, 3.15], [1.59, -2.01, -0.47], [1.29, 1.86, -1.75], [-0.25, -0.11, 0.31], [-0.39, 0.44, -1.20], [0.38, 1.05, -0.64], [-0.10, 1.05, 0.08], [0.01, -0.09, 0.35], [0.00, -0.02, 0.50], [-1.72, -0.03, 0.33], [0.19, 0.33, -0.33], [0.20, 0.39, 0.88], [-0.58, 0.47, 0.31], [0.14, -0.35, -0.85], [0.21, -0.18, 0.89], [0.00, 0.16, -1.06], [0.16, 0.22, 0.46], [-0.31, -0.04, -0.06], [0.17, -0.11, -0.21], [-0.34, 0.00, 0.37], [0.00, -0.18, -0.20], [0.22, 0.20, -0.01], [-0.07, 0.57, 0.10], [-0.24, -0.18, -0.28], [0.26, -0.19, 0.04]],
  "mulliken_charge": [0.9053, -1.2549, 0.2838, -0.7836, -0.3823, -0.7062, -0.6367, 0.3576, 0.3082, 0.2073, 0.3196, 0.4042, 0.4557, 0.2364, 0.3627, 0.2569, 0.2990, 0.2996, -0.6075, 0.3216, 0.3079, -0.5954, 0.3082, 0.3133, -0.6335, 0.3310, 0.3218],
  "max_force_ev_per_a": 4.74,
  "charge": 1,
  "homo_lumo_gap_ev": 8.36,
  "homo_ev": -11.69
}

***

[3]
{
  "formula": "C4H17NO5",
  "method": "ωB97M-V with the def2-TZVPD basis set",
  "elements": ["C", "O", "C", "C", "C", "O", "N", "H", "H", "H", "H", "H", "H", "H", "H", "H", "H", "H", "H", "H", "O", "H", "H", "O", "H", "H", "O"],
  "positions_angstrom": [[-0.872, 2.009, -0.575], [-0.405, 2.226, -1.896], [0.196, 1.473, 0.355], [-0.382, 1.086, 1.726], [0.674, 0.421, 2.673], [-1.527, 0.260, 1.505], [1.040, 0.470, -0.365], [-1.716, 1.323, -0.671], [-1.233, 2.967, -0.189], [0.921, 2.253, 0.623], [-0.728, 1.967, 2.280], [1.316, 0.006, 1.904], [0.343, -0.300, 3.412], [1.097, 1.295, 3.165], [-1.479, -0.531, 2.050], [0.637, -0.440, -0.135], [1.900, 0.462, 0.177], [0.506, 1.916, -1.980], [-0.541, -2.465, 0.961], [0.663, -3.221, 0.606], [0.416, -2.419, 1.088], [0.040, -0.477, -3.265], [-0.961, -0.109, -2.208], [-0.283, -0.766, -2.405], [-0.012, -3.303, -1.454], [1.129, -2.637, -2.096], [0.952, -3.383, -1.508]],
  "forces_ev_per_angstrom": [[-0.02, 0.21, -0.37], [0.16, 0.37, -0.39], [1.15, 0.23, 0.35], [-0.62, -0.94, 1.17], [-0.42, 1.43, -1.88], [-0.21, -0.44, -0.17], [-0.50, 0.23, 1.68], [-0.06, -0.06, 0.45], [-0.17, -0.10, 0.08], [-0.28, 0.41, -0.36], [-0.17, 0.24, -0.56], [0.78, -0.64, 1.01], [-0.32, -0.07, -0.18], [0.62, -0.36, 0.21], [0.11, 0.19, 0.10], [0.07, -0.15, -0.62], [0.26, -0.07, -0.39], [-0.07, -0.23, 0.35], [-0.04, 0.39, 0.23], [0.68, 0.27, -0.09], [-0.66, -0.46, 0.03], [0.05, -0.01, 0.00], [0.11, 0.08, 0.12], [-0.41, -0.39, -0.57], [0.16, -0.16, -0.05], [0.26, 0.05, 0.20], [-0.48, -0.02, -0.33]],
  "mulliken_charge": [-0.9206, -0.5472, 0.3372, 0.1082, -1.3007, -0.5949, -0.5925, 0.2672, 0.3824, 0.2578, 0.4026, 0.3381, 0.3533, 0.3483, 0.3501, 0.1940, 0.3165, 0.3718, 0.2798, 0.2991, -0.6203, 0.2937, 0.2504, -0.5639, 0.3279, 0.3081, -0.6464],
  "max_force_ev_per_a": 2.40,
  "smiles": "C[C@H](O)[C@@H](N)CO.O.O.O",
  "homo_lumo_gap_ev": 10.13,
  "homo_ev": -9.69
}

***

[4]
{
  "formula": "C4H18Cl2LiMgN5O8",
  "method": "ωB97M-V with the def2-TZVPD basis set",
  "elements": ["N", "C", "N", "N", "C", "O", "C", "O", "O", "O", "H", "H", "H", "H", "H", "H", "H", "H", "H", "N", "H", "H", "H", "H", "O", "H", "Li", "O", "H", "Mg", "C", "N", "O", "O", "H", "H", "H", "Cl", "Cl"],
  "positions_angstrom": [[1.516, 1.335, -0.917], [0.406, 1.056, -1.824], [0.816, 1.414, -3.209], [0.093, -0.385, -1.765], [-0.820, 1.989, -1.440], [-1.943, 1.300, -0.857], [-2.872, 0.925, -1.728], [-3.176, 1.463, -2.731], [-3.622, -0.195, -1.343], [-2.697, -1.210, -1.038], [1.264, 1.043, 0.030], [2.316, 0.767, -1.206], [0.011, 1.679, -3.768], [1.177, 0.548, -3.605], [-0.462, -0.670, -2.570], [0.991, -0.859, -1.865], [-1.078, 2.659, -2.271], [-0.429, 2.664, -0.627], [-2.435, -1.546, -1.909], [1.311, 0.239, 2.580], [1.611, -0.685, 2.215], [1.192, 0.172, 3.593], [2.055, 1.035, 2.340], [0.422, 0.499, 2.147], [2.234, 4.301, -2.748], [2.267, 3.356, -2.589], [2.283, -2.083, 1.929], [-0.871, 4.501, -0.322], [-0.981, 5.183, -0.989], [0.885, 5.715, -2.298], [-0.749, -5.507, 3.721], [0.176, -4.354, 3.777], [0.670, -3.994, 2.727], [0.370, -3.836, 4.875], [-0.818, -5.843, 2.690], [-0.339, -6.286, 4.359], [-1.715, -5.168, 4.084], [1.312, 2.487, 1.891], [-0.264, -3.610, 0.641]],
  "forces_ev_per_angstrom": [[-0.10, -0.55, -0.54], [-0.91, -0.18, -0.88], [0.29, -0.16, 0.48], [0.25, 0.27, 0.23], [1.86, 0.44, 1.53], [0.20, -0.62, -0.81], [-0.55, -0.85, 1.37], [-0.16, 0.96, -1.59], [0.42, 1.12, -0.34], [0.35, -0.75, 0.74], [0.02, 0.52, -0.48], [-0.07, 0.21, -0.04], [0.06, -0.05, 0.14], [0.08, 0.36, -0.24], [-0.01, 0.09, 0.14], [-0.31, -0.18, 0.09], [-0.32, -0.52, 0.28], [-0.68, -0.74, -0.99], [-0.17, -0.09, 0.10], [1.11, -4.13, 1.16], [-1.26, 1.15, 0.53], [-0.10, -0.05, -0.06], [-1.20, 0.76, -0.23], [0.15, 0.17, -0.19], [-1.16, 2.98, -0.07], [-0.67, -0.17, 0.20], [-0.65, -2.33, -0.56], [1.71, 1.21, -0.67], [-1.42, 0.76, -0.39], [1.36, -4.01, 1.14], [-0.13, -0.21, -0.29], [0.27, -0.06, 0.46], [1.67, -0.36, 2.20], [-0.20, 0.23, -0.27], [0.03, 0.17, -0.01], [-0.05, 0.10, 0.10], [0.07, -0.01, 0.09], [0.41, 3.35, -0.33], [-0.20, 1.18, -2.01]],
  "mulliken_charge": [-0.3874, 1.1129, -0.6236, -0.5131, -0.9340, -0.2516, 0.6445, -0.5057, -0.3095, -0.1987, -0.1481, 0.3050, 0.2726, 0.2508, 0.2192, 0.2050, 0.2443, 0.4012, 0.2945, -0.3136, -0.1527, 0.3208, 0.3853, 0.3869, -0.7188, 0.2550, 0.8228, -0.6763, -0.0520, 1.0685, -0.7559, 0.9290, -0.5042, -0.6282, 0.3022, 0.2834, 0.2982, -0.6149, -0.7137],
  "max_force_ev_per_a": 4.43,
  "homo_lumo_gap_ev": 4.45,
  "homo_ev": -7.30
}

***

[5]
{
  "formula": "C4H18ClN8O9",
  "method": "ωB97M-V with the def2-TZVPD basis set",
  "elements": ["Cl", "O", "O", "O", "O", "O", "H", "H", "C", "O", "N", "N", "H", "H", "H", "H", "C", "O", "N", "N", "H", "H", "H", "H", "C", "O", "N", "N", "H", "H", "H", "H", "C", "O", "N", "N", "H", "H", "H", "H"],
  "positions_angstrom": [[1.818, -2.097, 1.352], [1.535, -2.506, 0.019], [3.172, -2.473, 1.662], [1.768, -0.693, 1.444], [0.869, -2.706, 2.306], [-0.679, -4.374, -4.918], [-0.255, -4.171, -4.084], [-0.098, -4.001, -5.580], [0.142, 4.624, -1.342], [-0.339, 5.476, -1.952], [1.255, 4.019, -1.616], [-0.456, 3.988, -0.388], [1.722, 3.453, -0.922], [1.880, 4.314, -2.352], [0.084, 3.315, 0.136], [-1.269, 4.353, 0.087], [-3.980, -1.161, 5.525], [-5.106, -0.890, 5.939], [-3.653, -2.364, 5.098], [-3.126, -0.225, 5.225], [-2.753, -2.507, 4.664], [-4.321, -3.082, 5.341], [-2.346, -0.395, 4.607], [-3.168, 0.702, 5.623], [6.978, 1.539, -1.711], [7.372, 1.795, -0.590], [6.058, 0.639, -1.862], [7.491, 2.124, -2.774], [5.391, 0.246, -1.214], [5.829, 0.558, -2.842], [7.081, 2.037, -3.693], [8.230, 2.806, -2.684], [-4.626, -1.967, -1.315], [-4.424, -3.054, -1.969], [-5.554, -1.116, -1.519], [-3.773, -1.580, -0.396], [-5.696, -0.389, -0.832], [-6.258, -1.441, -2.166], [-2.971, -2.173, -0.234], [-3.824, -0.624, -0.074]],
  "forces_ev_per_angstrom": [[0.61, -1.70, 1.41], [-0.81, -0.51, -1.07], [0.21, -0.74, 0.43], [-0.89, 2.56, 0.19], [0.76, 0.52, -0.98], [-0.15, -0.15, -0.17], [0.04, 0.06, 0.33], [0.12, 0.09, -0.15], [0.47, -1.90, 0.70], [-2.58, 5.66, -3.72], [5.70, -1.93, -1.47], [-2.66, -2.37, 4.95], [-0.18, 0.03, -0.23], [-0.50, 0.30, 0.12], [-0.49, 0.02, 0.05], [0.25, 0.13, -0.37], [-3.52, 0.49, -0.40], [-0.05, -0.30, 1.20], [0.52, -2.12, -0.19], [3.38, 3.07, -0.68], [-0.33, -0.62, 0.25], [0.51, -0.11, -0.44], [-0.01, -0.03, 0.34], [-0.42, -0.40, -0.15], [1.18, 0.83, 4.39], [0.94, 0.90, 1.14], [-2.84, -2.40, -3.38], [0.95, 1.26, -3.32], [0.64, 0.46, 0.38], [-0.70, -0.73, 0.24], [0.12, -0.01, 0.25], [-0.32, -0.32, 0.36], [3.74, -5.87, -2.20], [-1.27, 2.65, 1.49], [-4.08, 2.34, -1.45], [1.85, 0.44, 2.12], [-0.53, -0.18, -0.49], [-0.21, 0.59, 0.27], [-0.02, 0.42, 0.07], [0.58, -0.42, 0.20]],
  "mulliken_charge": [1.6199, -0.6310, -0.6726, -0.6455, -0.6705, -0.6393, 0.3320, 0.3072, 0.5748, -0.5910, -0.3775, -0.3640, 0.1733, 0.1987, 0.1724, 0.2132, 0.6628, -0.6843, -0.3886, -0.3683, 0.1884, 0.2137, 0.1744, 0.2019, 0.6042, -0.6630, -0.3462, -0.3681, 0.2397, 0.1499, 0.1669, 0.2167, 0.6361, -0.7014, -0.3840, -0.3852, 0.1961, 0.2467, 0.2234, 0.1677],
  "max_force_ev_per_a": 7.30,
  "charge": -1,
  "homo_lumo_gap_ev": 8.26,
  "homo_ev": -6.19
}

***

Please write out number 2 again, unchanged.
{
  "formula": "C4H17NO4Rb",
  "method": "ωB97M-V with the def2-TZVPD basis set",
  "elements": ["Rb", "C", "C", "C", "O", "C", "N", "H", "H", "H", "H", "H", "H", "H", "H", "H", "H", "H", "O", "H", "H", "O", "H", "H", "O", "H", "H"],
  "positions_angstrom": [[2.721, 0.493, -1.502], [-0.614, 2.341, 1.107], [-1.287, 1.108, 1.478], [-2.823, 1.250, 1.915], [-3.401, -0.093, 2.225], [-3.258, -0.493, 3.566], [-1.145, 0.041, 0.498], [-0.852, 2.956, 1.975], [-1.041, 2.610, 0.141], [0.458, 2.232, 0.944], [-0.745, 0.712, 2.337], [-3.110, 1.623, 0.932], [-3.043, 1.890, 2.769], [-4.289, -0.622, 3.894], [-2.607, 0.178, 4.128], [-2.776, -1.454, 3.749], [-1.546, -0.838, 0.793], [-1.859, 0.274, -0.177], [1.754, -1.835, -4.256], [0.823, -1.982, -4.421], [2.200, -2.312, -4.956], [5.280, 0.624, -4.308], [5.414, -0.008, -5.014], [6.047, 1.195, -4.348], [3.148, -3.094, -0.834], [2.617, -3.185, -1.626], [3.933, -3.612, -1.011]],
  "forces_ev_per_angstrom": [[-0.03, -0.33, -0.12], [-0.40, 0.61, -0.60], [-0.38, -3.52, 3.15], [1.59, -2.01, -0.47], [1.29, 1.86, -1.75], [-0.25, -0.11, 0.31], [-0.39, 0.44, -1.20], [0.38, 1.05, -0.64], [-0.10, 1.05, 0.08], [0.01, -0.09, 0.35], [0.00, -0.02, 0.50], [-1.72, -0.03, 0.33], [0.19, 0.33, -0.33], [0.20, 0.39, 0.88], [-0.58, 0.47, 0.31], [0.14, -0.35, -0.85], [0.21, -0.18, 0.89], [0.00, 0.16, -1.06], [0.16, 0.22, 0.46], [-0.31, -0.04, -0.06], [0.17, -0.11, -0.21], [-0.34, 0.00, 0.37], [0.00, -0.18, -0.20], [0.22, 0.20, -0.01], [-0.07, 0.57, 0.10], [-0.24, -0.18, -0.28], [0.26, -0.19, 0.04]],
  "mulliken_charge": [0.9053, -1.2549, 0.2838, -0.7836, -0.3823, -0.7062, -0.6367, 0.3576, 0.3082, 0.2073, 0.3196, 0.4042, 0.4557, 0.2364, 0.3627, 0.2569, 0.2990, 0.2996, -0.6075, 0.3216, 0.3079, -0.5954, 0.3082, 0.3133, -0.6335, 0.3310, 0.3218],
  "max_force_ev_per_a": 4.74,
  "charge": 1,
  "homo_lumo_gap_ev": 8.36,
  "homo_ev": -11.69
}